Below is a cluster of 3 separate species, C23H41BClF3N3O12P in total at a distorted geometry, with properties calculated with wB97M-V/def2-TZVPD.

For the molar mass, the calculation gives 685.82 g/mol. Its lowest unoccupied orbital energy is 0.028 eV. The value obtained for the HOMO energy is -8.2 eV. The SMILES is CCCN[C@@]1(COCOCCO)[C@]([PH2]=N)([C@H](Cl)CC)NC(=O)[C@]1(B(O)O)C(F)(F)F.C[C@@H]1COC(=O)O1.C[C@@H]1COC(=O)O1.

Last column: Löwdin charge in e.
Positions of all 85 atoms, in Å:
C -0.09 -0.30 0.79  -0.1093
C -0.45 -1.84 0.70  -0.2128
C -1.80 -2.14 -0.16  -0.1918
N -1.41 -2.33 -1.56  -0.0498
C -1.78 -1.30 -2.54  -0.2417
C -2.30 0.13 -2.13  -0.0843
O -3.67 0.13 -1.62  -0.1363
C -3.84 1.11 -0.59  -0.2213
O -5.14 1.73 -0.69  -0.1282
C -6.19 0.76 -0.48  -0.1676
C -7.20 0.86 -1.71  -0.1993
O -7.30 2.23 -2.21  -0.0975
C -0.47 -1.33 -3.52  -0.3938
P 1.08 -2.23 -2.77  0.7904
N 2.27 -2.37 -3.83  -0.3162
C 0.13 0.08 -4.06  -0.5559
Cl 0.80 -0.18 -5.78  0.6148
C 1.36 0.68 -3.22  -0.3028
C 1.40 2.27 -3.53  -0.1235
N -0.69 -2.10 -4.80  0.0058
C -1.90 -2.90 -4.57  -0.3382
O -2.07 -4.04 -5.01  0.1093
C -2.81 -1.97 -3.62  -0.0341
B -4.07 -2.84 -3.05  -0.4366
O -4.54 -2.69 -1.67  0.0809
O -4.78 -3.83 -3.82  0.1225
C -3.53 -1.02 -4.68  -0.3602
F -3.89 -1.85 -5.78  0.0912
F -4.77 -0.50 -4.23  0.0874
F -2.74 -0.01 -5.22  0.1124
H -0.85 0.34 1.35  0.0822
H 0.16 0.11 -0.24  0.0486
H 0.89 -0.23 1.40  0.0507
H -0.63 -2.31 1.73  0.1125
H 0.35 -2.47 0.18  0.0807
H -2.15 -3.17 0.24  0.1249
H -2.65 -1.43 0.07  0.1124
H -1.42 -3.29 -1.91  0.1188
H -2.30 0.90 -2.96  0.1450
H -1.65 0.54 -1.29  0.1137
H -3.09 1.96 -0.61  0.1485
H -3.75 0.62 0.45  0.1446
H -6.76 1.08 0.46  0.1326
H -5.81 -0.29 -0.28  0.1267
H -6.92 0.22 -2.60  0.1142
H -8.27 0.55 -1.41  0.1265
H -6.71 2.25 -2.99  0.0879
H 0.73 -3.56 -2.35  0.0219
H 1.53 -1.55 -1.57  0.0132
H 3.10 -1.90 -3.43  -0.0263
H -0.61 0.92 -4.18  0.0821
H 1.27 0.56 -2.10  0.0756
H 2.36 0.28 -3.59  0.0860
H 2.48 2.65 -3.47  0.0791
H 0.70 2.82 -2.83  0.0707
H 1.05 2.45 -4.61  0.0684
H 0.00 -2.84 -5.01  0.1095
H -4.18 -3.48 -1.22  0.1025
H -5.71 -3.54 -3.81  0.1198
C 5.85 -0.74 4.23  -0.0060
C 4.86 -0.25 3.20  -0.3282
C 3.52 0.13 3.77  -0.0959
O 2.66 -0.05 2.64  0.0379
C 3.24 -1.00 1.86  -0.5228
O 2.72 -1.53 0.92  0.1378
O 4.50 -1.28 2.29  0.0981
H 6.27 0.10 4.80  0.0602
H 5.38 -1.43 4.94  0.0968
H 6.67 -1.28 3.75  0.0948
H 5.29 0.58 2.62  0.1662
H 3.48 1.15 4.13  0.1100
H 3.18 -0.54 4.56  0.1492
C 4.14 4.88 7.58  -0.0163
C 4.89 3.97 6.63  -0.3377
C 4.09 2.80 6.14  -0.1085
O 5.11 1.86 5.81  0.0206
C 6.17 2.14 6.62  -0.5302
O 7.13 1.45 6.74  0.1717
O 5.98 3.32 7.27  0.0959
H 3.45 5.52 7.04  0.0921
H 3.58 4.31 8.32  0.0895
H 4.84 5.51 8.13  0.0918
H 5.30 4.56 5.79  0.1634
H 3.48 3.04 5.26  0.1363
H 3.45 2.36 6.91  0.1467

Below is a structure of composition C23H41BiN2O2P2 at a distorted geometry, with properties calculated with wB97M-V/def2-TZVPD.

For the molar mass, the calculation gives 648.52 g/mol. Its lowest unoccupied orbital energy is -8.532 eV. The charge is +2. The value obtained for the HOMO energy is -13.0 eV. The calculation puts the energy relative to the best compared isomer or geometry (same formula, charge and spin) at 14.5 kcal/mol.

Last column: Löwdin charge in e.
Positions of all 71 atoms, in Å:
Bi 0.04 -1.04 -0.36  1.5388
P -2.37 -0.49 -1.13  0.7370
C -2.10 -0.06 -2.80  -0.2955
C -0.80 0.34 -3.26  -0.3592
N 0.34 0.08 -2.51  -0.0789
C 1.58 0.46 -2.92  -0.3397
C 1.73 1.18 -4.09  -0.0292
C 0.61 1.51 -4.88  -0.0018
C -0.64 1.06 -4.47  -0.0063
C 2.81 0.12 -2.06  -0.2562
P 2.58 -1.36 -1.00  0.7955
H -1.54 1.29 -5.02  0.1218
H 2.73 1.50 -4.37  0.1229
H 0.72 2.09 -5.80  0.1286
H 3.71 -0.04 -2.69  0.1190
H 3.02 0.96 -1.37  0.1142
H -2.15 -2.23 -4.57  0.0178
H -2.95 0.10 -3.48  0.0878
H -0.60 -4.57 -3.18  0.0361
O -1.93 -3.16 -4.79  -0.0728
H -2.54 -3.40 -5.51  0.0615
H -0.31 -2.82 -0.41  -0.0042
O -0.20 -4.93 -2.36  -0.0679
H 0.63 -4.47 -2.23  -0.0159
C 2.94 -2.79 -2.07  -0.2058
H 3.98 -2.75 -2.45  0.0865
H 2.80 -3.73 -1.51  0.0680
H 2.25 -2.81 -2.93  0.0680
C 3.79 -1.33 0.35  -0.2159
H 3.70 -2.24 0.96  0.0653
H 4.82 -1.25 -0.03  0.0838
H 3.59 -0.47 1.01  0.0596
C -3.02 0.93 -0.19  -0.2096
H -4.01 1.21 -0.59  0.0785
H -3.10 0.72 0.88  0.0605
H -2.34 1.79 -0.30  0.0449
C -3.39 -1.97 -0.85  -0.2128
H -3.54 -2.16 0.23  0.0617
H -4.37 -1.84 -1.33  0.0800
H -2.89 -2.86 -1.27  0.0546
C -0.83 3.47 5.08  -0.0282
C -0.58 3.09 3.65  -0.2449
C -0.49 4.06 2.65  -0.0110
C -0.24 3.73 1.32  -0.2650
C -0.15 4.86 0.33  -0.0424
C -0.08 2.37 0.99  -0.0387
C -0.13 1.33 1.97  -0.2851
C -0.42 1.75 3.30  -0.0217
N 0.08 -0.02 1.67  -0.1292
C 0.18 -1.05 2.76  -0.6438
C 1.37 -0.68 3.64  -0.0227
C -1.18 -1.26 3.44  -0.0242
C 0.54 -2.46 2.26  -0.1352
H -0.02 4.12 5.46  0.0979
H -1.78 4.00 5.20  0.0966
H -0.86 2.55 5.68  0.0805
H -0.60 5.11 2.90  0.1369
H -1.07 5.46 0.32  0.0931
H 0.65 5.57 0.61  0.0946
H 0.04 4.52 -0.69  0.0722
H 0.11 2.11 -0.06  0.0841
H -0.48 1.00 4.09  0.0846
H 1.28 0.32 4.04  0.0744
H 1.48 -1.42 4.45  0.1085
H 2.26 -0.69 3.00  0.0798
H -1.89 -1.66 2.70  0.0833
H -1.08 -1.98 4.26  0.1114
H -1.61 -0.33 3.81  0.0716
H -0.30 -2.94 1.75  0.0472
H 1.43 -2.47 1.61  0.0370
H 0.77 -3.06 3.15  0.1173

Below is a structure of composition C23H41BrGdP2 at a distorted geometry, with properties calculated with wB97M-V/def2-TZVPD.

For the molar mass, the calculation gives 616.68 g/mol. The spin multiplicity is 8. Its expectation value of S² is 16.06. Its lowest unoccupied orbital energy (spin up / spin down) is -3.865 / -5.606 eV. The charge is +1. The value obtained for the HOMO energy (spin up / spin down) is -10.8 / -10.8 eV. The calculation puts the energy relative to the best compared isomer or geometry (same formula, charge and spin) at 0.0 kcal/mol.

Last column: Löwdin spin population.
Positions of all 68 atoms, in Å:
Gd 0.25 0.24 2.57  6.8367
C -1.66 -0.88 4.12  -0.0160
C -1.26 -1.95 3.27  -0.0060
C 0.57 -1.36 4.55  0.0368
C -0.52 -0.50 4.91  0.0464
C 0.11 -2.25 3.52  -0.0178
C -3.02 -0.30 4.23  -0.0012
H -3.56 -0.39 3.28  -0.0001
H -2.99 0.76 4.51  -0.0001
H -3.61 -0.83 4.99  -0.0007
C -0.44 0.67 5.83  0.0074
H -1.34 1.29 5.75  0.0001
H 0.41 1.32 5.59  0.0022
H -0.33 0.34 6.88  0.0030
C 1.97 -1.27 5.07  0.0072
H 2.06 -1.76 6.05  0.0029
H 2.30 -0.23 5.16  0.0019
H 2.68 -1.75 4.38  0.0002
C 0.93 -3.29 2.85  -0.0012
H 0.90 -4.24 3.40  -0.0006
H 1.98 -2.99 2.75  -0.0001
H 0.56 -3.49 1.84  -0.0001
C -2.16 -2.70 2.34  0.0008
H -2.51 -3.63 2.80  0.0003
H -1.64 -2.96 1.41  0.0000
H -3.03 -2.11 2.08  0.0001
C -0.67 2.12 1.25  0.0025
C -1.74 1.26 1.33  0.0075
C -2.22 0.34 0.22  0.0026
C -1.12 -0.40 -0.60  0.0011
C 0.08 -0.89 0.18  0.0009
C 1.24 -0.18 0.35  0.0058
C 1.44 1.26 -0.10  0.0024
C 0.26 2.27 0.05  0.0015
H -2.86 0.91 -0.47  0.0009
H -0.81 0.24 -1.44  0.0000
H -2.90 -0.42 0.65  0.0000
H -0.31 2.30 -0.89  0.0003
H -0.55 2.88 2.03  0.0004
H -2.48 1.42 2.12  0.0008
H 0.71 3.28 0.16  0.0001
H 2.31 1.67 0.45  0.0002
H 2.15 -0.70 0.66  -0.0002
H 1.75 1.26 -1.16  0.0013
H -1.59 -1.28 -1.07  0.0001
H 0.07 -1.97 0.39  0.0003
P -0.25 1.33 -4.05  0.0002
C -0.33 3.17 -4.07  0.0000
C -1.62 1.02 -5.25  0.0000
P 2.02 -0.45 -4.83  0.0000
C 1.17 1.16 -5.24  0.0000
C 1.51 -1.42 -6.31  0.0000
C 3.69 0.02 -5.45  0.0000
H 0.54 3.58 -3.53  0.0000
H -1.25 3.49 -3.56  0.0000
H -0.33 3.55 -5.10  0.0000
H -1.53 1.67 -6.13  0.0000
H -2.57 1.25 -4.73  0.0000
H -1.64 -0.03 -5.55  0.0000
H 3.64 0.41 -6.47  0.0000
H 4.34 -0.87 -5.41  0.0000
H 4.11 0.79 -4.78  0.0000
H 1.88 1.99 -5.07  0.0000
H 0.82 1.16 -6.28  0.0000
H 2.11 -2.34 -6.33  0.0000
H 1.69 -0.85 -7.24  0.0000
H 0.45 -1.69 -6.24  0.0000
Br 2.15 1.95 3.38  0.0690

Below is a structure of composition C23H41CdFN3O5PS3, with properties calculated with wB97M-V/def2-TZVPD.

For the molar mass, the calculation gives 698.18 g/mol. Its lowest unoccupied orbital energy is 0.378 eV. The value obtained for the HOMO energy is -7.3 eV. The calculation puts the energy relative to the best compared isomer or geometry (same formula, charge and spin) at 29.5 kcal/mol.

Last column: Löwdin charge in e.
Positions of all 78 atoms, in Å:
Cd -0.55 -0.29 0.05  1.2647
C 0.23 -0.46 3.80  -0.0954
O 0.16 0.40 2.68  -0.2622
C 0.77 1.65 2.93  -0.2032
C 0.50 2.58 1.76  -0.2255
O 1.07 2.10 0.56  -0.2264
C 2.43 2.41 0.39  -0.1925
C 3.04 1.34 -0.51  -0.1916
O 2.94 0.06 0.06  -0.2213
C 3.87 -0.21 1.09  -0.0973
H -0.24 0.00 4.67  0.0951
H -0.30 -1.38 3.54  0.0727
H 1.27 -0.69 4.05  0.0915
H 0.35 2.09 3.84  0.1338
H 1.85 1.51 3.08  0.1190
H -0.58 2.60 1.58  0.0345
H 0.85 3.59 2.00  0.1384
H 2.54 3.40 -0.08  0.1340
H 2.95 2.44 1.35  0.1116
H 2.46 1.30 -1.43  0.1299
H 4.09 1.59 -0.74  0.1290
H 4.88 -0.31 0.68  0.0911
H 3.88 0.57 1.85  0.0754
H 3.56 -1.15 1.54  0.0924
F -2.27 -3.83 -5.33  0.0377
C -1.60 -3.41 -4.23  -0.2962
C -1.88 -4.00 -3.01  -0.0225
C -1.19 -3.57 -1.89  -0.0782
C -0.24 -2.55 -1.96  -0.3710
C 0.49 -2.08 -0.75  -0.2581
C 0.01 -1.99 -3.21  -0.0584
C -0.66 -2.41 -4.35  -0.0175
H -2.62 -4.78 -2.95  0.1150
H -1.39 -4.05 -0.94  0.0979
H 1.52 -1.79 -0.98  0.0066
H 0.50 -2.84 0.03  0.0110
H 0.76 -1.20 -3.30  0.1081
H -0.45 -1.99 -5.32  0.1144
C -5.83 -3.17 -2.46  -0.0886
C -5.70 -2.07 -1.40  -0.2327
C -4.51 -2.25 -0.53  -0.6008
N -3.41 -1.61 -0.63  0.0168
N -2.48 -1.94 0.30  -0.1016
C -2.88 -2.85 1.13  -0.7404
N -2.09 -3.34 2.12  0.1018
S -4.50 -3.40 0.81  1.0742
H -6.74 -3.03 -3.04  0.0727
H -5.86 -4.16 -2.00  0.0688
H -4.98 -3.14 -3.15  0.0696
H -6.59 -2.06 -0.77  0.1135
H -5.60 -1.10 -1.87  0.0967
H -1.10 -3.21 1.99  0.0809
H -2.38 -4.17 2.61  0.0893
C -6.64 2.87 -1.37  -0.0461
C -5.47 1.98 -1.78  -0.4415
C -4.43 2.76 -2.57  -0.0804
O -4.96 1.29 -0.62  -0.3385
P -3.84 1.70 0.44  -0.1269
S -4.08 0.63 2.06  0.2360
S -2.01 1.79 -0.47  0.2340
O -4.27 3.25 0.65  -0.3335
C -3.71 4.29 1.46  -0.4454
C -2.71 5.10 0.63  -0.0605
C -3.08 3.80 2.76  -0.0843
H -7.12 3.26 -2.26  0.0816
H -6.29 3.70 -0.76  0.0729
H -7.37 2.29 -0.80  0.0847
H -5.85 1.17 -2.40  0.1277
H -4.04 3.59 -1.97  0.0617
H -4.90 3.16 -3.46  0.0844
H -3.61 2.12 -2.86  0.0540
H -4.56 4.93 1.70  0.1406
H -1.90 4.46 0.29  0.0349
H -2.31 5.91 1.24  0.0801
H -3.21 5.53 -0.24  0.0786
H -2.26 3.12 2.55  0.0377
H -3.82 3.27 3.35  0.0571
H -2.71 4.65 3.33  0.0844

Below is a structure of composition C23H41DyN2OP3 at a distorted geometry, with properties calculated with wB97M-V/def2-TZVPD.

For the molar mass, the calculation gives 617.02 g/mol. The spin multiplicity is 6. Its expectation value of S² is 9.34. Its lowest unoccupied orbital energy (spin up / spin down) is -9.922 / -9.820 eV. The charge is +3. The value obtained for the HOMO energy (spin up / spin down) is -17.4 / -17.4 eV. The calculation puts the energy relative to the best compared isomer or geometry (same formula, charge and spin) at 0.0 kcal/mol.

Last column: Löwdin spin population.
Positions of all 71 atoms, in Å:
Dy -0.29 -0.28 0.05  5.0503
P 0.59 -2.52 -1.07  -0.0033
P 2.56 -0.08 1.08  -0.0082
P -3.12 0.22 -0.15  -0.0088
H 2.20 2.94 -0.46  0.0000
C 1.28 3.52 -0.57  -0.0008
C 0.53 3.88 0.47  -0.0005
H 0.90 3.77 1.49  0.0000
C 1.55 -2.77 -2.58  0.0014
C 1.38 -3.51 0.25  0.0016
C -0.99 -3.42 -1.30  0.0005
C 2.80 1.32 2.24  -0.0005
C 3.07 -1.37 2.29  -0.0007
C 4.16 0.03 0.19  -0.0010
C -3.60 1.78 0.64  0.0005
C -3.96 -1.00 0.92  -0.0001
C -4.09 0.23 -1.69  -0.0003
H 0.98 3.78 -1.60  0.0000
H -0.53 4.14 0.38  0.0000
H 0.98 -3.42 -3.26  0.0001
H 2.50 -3.23 -2.36  0.0000
H 1.73 -1.82 -3.09  0.0001
H 1.30 -4.56 -0.03  0.0003
H 0.91 -3.36 1.23  0.0001
H 2.45 -3.26 0.31  0.0000
H -0.75 -4.33 -1.85  0.0001
H -1.70 -2.83 -1.90  0.0003
H -1.46 -3.68 -0.34  0.0000
H 3.86 1.38 2.56  -0.0002
H 2.17 1.17 3.12  0.0000
H 2.52 2.25 1.74  0.0000
H 4.16 -1.34 2.40  -0.0002
H 2.77 -2.37 1.98  -0.0001
H 2.61 -1.16 3.26  0.0000
H 4.96 0.22 0.92  -0.0002
H 4.14 0.85 -0.54  0.0000
H 4.35 -0.91 -0.33  0.0000
H -4.50 2.19 0.16  0.0000
H -2.82 2.55 0.55  0.0001
H -3.79 1.61 1.71  0.0000
H -5.01 -1.10 0.60  -0.0001
H -3.89 -0.67 1.97  0.0000
H -3.50 -1.99 0.83  0.0001
H -4.99 0.85 -1.53  -0.0001
H -4.39 -0.78 -2.00  0.0000
H -3.45 0.66 -2.48  0.0000
C -0.08 1.11 -3.09  -0.0001
C 0.69 0.45 -4.05  0.0003
C 0.31 0.57 -5.39  0.0000
C -0.68 1.50 -5.73  0.0003
C -1.26 2.31 -4.75  -0.0001
C -0.99 2.10 -3.39  0.0002
O 0.16 0.88 -1.71  -0.0138
H 1.13 0.91 -1.50  -0.0014
H 1.59 -0.09 -3.73  0.0000
H 0.83 -0.01 -6.16  0.0000
H -0.93 1.64 -6.79  0.0000
H -1.94 3.12 -5.04  0.0000
H -1.38 2.73 -2.59  0.0000
N 0.00 -0.15 7.58  0.0002
C -0.06 -0.09 6.41  0.0000
C -0.19 -0.06 4.97  0.0003
C -0.04 -1.24 4.23  -0.0002
C -0.24 -1.22 2.86  -0.0023
N -0.56 -0.03 2.25  -0.0142
C -0.71 1.13 2.94  0.0008
C -0.55 1.11 4.31  0.0001
H 0.21 -2.17 4.72  0.0000
H -0.17 -2.15 2.25  -0.0008
H -0.97 2.02 2.35  0.0003
H -0.76 2.02 4.84  0.0000

Below is a structure of composition C23H41F5OP2RuTe at a distorted geometry, with properties calculated with wB97M-V/def2-TZVPD.

For the molar mass, the calculation gives 719.19 g/mol. The spin multiplicity is 5. Its expectation value of S² is 6.12. Its lowest unoccupied orbital energy (spin up / spin down) is -9.361 / -8.842 eV. The charge is +2. The value obtained for the HOMO energy (spin up / spin down) is -13.3 / -13.9 eV. The calculation puts the energy relative to the best compared isomer or geometry (same formula, charge and spin) at 0.0 kcal/mol.

Last column: Löwdin spin population.
Positions of all 74 atoms, in Å:
Ru 2.14 -1.55 -1.59  0.9435
C -2.85 2.64 0.98  0.3138
C -3.31 1.39 0.48  0.3020
C -3.11 1.23 2.77  0.3327
C -2.67 2.52 2.39  0.3301
C -3.56 0.55 1.60  0.3235
C -2.64 3.89 0.21  0.0442
H -2.85 3.74 -0.85  -0.0008
H -1.61 4.26 0.32  0.0136
H -3.31 4.68 0.58  0.0141
C -2.15 3.55 3.30  0.0480
H -1.69 4.37 2.73  0.0008
H -1.40 3.13 3.97  0.0108
H -2.96 3.97 3.91  0.0207
C -3.12 0.71 4.15  0.0521
H -3.87 1.24 4.76  0.0221
H -2.14 0.86 4.61  0.0130
H -3.35 -0.36 4.15  0.0001
C -4.20 -0.77 1.59  0.0462
H -5.07 -0.79 2.27  0.0134
H -3.51 -1.55 1.94  0.0162
H -4.55 -1.03 0.59  -0.0006
C -3.51 0.99 -0.93  0.0423
H -4.53 0.64 -1.10  0.0120
H -2.83 0.17 -1.21  0.0145
H -3.31 1.83 -1.61  -0.0007
C 3.95 -1.46 -2.19  0.0085
C 3.01 -0.74 -3.08  0.0164
C 2.69 -1.36 -4.44  0.0013
C 1.52 -2.36 -4.31  0.0019
C 1.17 -2.61 -2.86  0.0137
C 2.09 -3.41 -2.02  0.0138
C 3.40 -3.91 -2.61  0.0012
C 4.50 -2.81 -2.61  0.0022
H 3.58 -1.82 -4.91  -0.0004
H 1.75 -3.31 -4.83  -0.0007
H 2.38 -0.54 -5.11  0.0002
H 5.03 -2.75 -3.57  -0.0009
H 4.68 -0.86 -1.62  0.0004
H 3.07 0.35 -3.09  0.0075
H 5.25 -3.09 -1.85  0.0003
H 3.73 -4.71 -1.94  0.0003
H 1.61 -4.16 -1.40  0.0025
H 3.26 -4.37 -3.60  -0.0007
H 0.63 -1.94 -4.81  0.0004
H 0.10 -2.81 -2.70  0.0019
P 1.75 3.43 -1.48  -0.1618
C 1.85 4.07 0.27  -0.0357
C -0.05 3.06 -1.67  -0.0210
P -0.91 -3.08 2.07  0.4833
C 2.17 1.75 -1.23  0.2059
C -1.43 -3.37 0.33  0.0865
C 0.87 -3.51 2.18  0.0932
H 1.51 3.31 0.99  -0.0037
H 1.25 4.99 0.37  0.0015
H 2.91 4.32 0.45  0.0000
H -0.16 2.38 -2.52  0.0005
H -0.62 3.97 -1.86  0.0000
H -0.41 2.56 -0.76  -0.0028
H 1.35 -3.39 1.20  0.0119
H 0.94 -4.55 2.51  0.0028
H 1.32 -2.84 2.93  -0.0002
H 1.36 0.99 -1.23  0.0071
H 3.16 1.41 -0.94  0.0092
H -2.34 -3.99 0.37  0.0053
H -0.65 -3.88 -0.24  0.0052
H -1.65 -2.39 -0.13  0.0041
F 2.18 0.09 1.63  0.0020
Te 0.93 0.51 3.11  0.0030
F 1.79 -0.90 4.21  0.0012
F -0.06 1.23 4.70  0.0026
F 2.31 1.62 3.74  0.0010
F 0.36 2.16 2.09  0.0025
O -1.14 -1.62 2.43  0.2985